Here is the ion C4H5N2OS with charge -1 in a non-equilibrium geometry from OMol25. Energies are from wB97M-V/def2-TZVPD.

Summary:
HOMO-LUMO gap ... 7.110 eV
HOMO ... -3.3 eV
ΔE to the lowest compared entry with this formula, charge and spin ... 2.685 eV
DFT total energy ... -20090.5896 eV
SMILES string ... CN([NH-])C(=O)C=C=S

The geometry in ORCA input format:
```
! wB97M-V def2-TZVPD RIJCOSX def2/J DEFGRID3
* xyz -1 1
C 1.814 -0.586 0.090
N 0.386 -0.206 0.109
N -0.466 -1.185 0.031
C 0.095 1.078 0.165
O 0.880 1.998 0.232
C -1.392 1.186 0.114
C -2.089 0.055 -0.138
S -3.599 -0.621 -0.125
H 1.750 -1.684 -0.082
H 2.518 -0.001 -0.534
H 2.238 -0.575 1.117
H -0.362 -1.678 -0.820
H -1.773 2.218 -0.158
*
```